# 1
Entry from the OMol25 dataset: a 6-piece molecular cluster, C9H22N6O12 overall (ωB97M-V/def2-TZVPD).

Cartesian coordinates (Å):
C: 0.8731 0.6348 3.0804
N: -2.1485 1.6548 1.5451
H: 1.0947 1.0212 -2.4417
H: -2.6251 -3.6870 1.0198
O: -0.5312 3.4071 -3.7880
H: -0.0056 1.1447 3.4649
C: 0.6087 1.9855 -2.3735
N: 0.2084 -2.7677 0.3911
H: -0.1350 -2.7109 -1.6533
O: -0.2312 -1.3799 2.9952
N: 1.3962 -1.2746 -3.7537
O: 2.7584 4.0969 2.0512
O: -1.1316 1.8447 0.9115
H: -1.9990 -1.4779 -0.0192
H: -4.1385 1.8839 0.9676
H: -0.2268 1.9649 -1.6794
H: 4.1483 4.3166 4.2079
N: 0.0574 2.3501 -3.7113
O: 0.2167 1.5784 -4.6377
O: -0.2550 -5.4264 -1.0692
H: 0.9153 -3.4829 0.5057
C: -0.6467 -3.0374 -0.7511
O: 1.3157 3.5585 3.5578
C: -2.0171 -2.3888 -0.6124
H: 2.8717 -1.5867 -5.2068
H: 2.6749 4.6971 5.1696
H: 3.2610 5.8242 3.8945
H: -2.3961 -2.1461 -1.6051
O: 0.2062 -1.2160 -3.5256
O: -2.3524 -4.6844 -0.7498
C: 3.1712 4.7898 4.2118
H: -3.0891 1.0408 -0.2269
O: 1.6303 -1.3311 4.0724
C: -2.8391 -3.5268 -0.0392
C: 1.7903 -1.5773 -5.1548
N: 2.3436 4.0892 3.1903
H: 1.2980 2.7756 -2.0911
C: -1.0079 -4.5182 -0.8900
H: 0.8867 0.6908 1.9962
H: -0.3172 -2.6709 1.2499
N: 0.7536 -0.8059 3.4247
O: -2.2690 1.8346 2.7386
H: 1.3580 -2.5408 -5.4075
H: -3.9130 -3.4533 -0.1718
H: 1.7873 1.0142 3.5198
O: 2.2711 -1.0763 -2.9358
H: -3.6247 0.2107 1.2792
C: -3.3483 1.1545 0.8186
H: 1.3516 -0.7962 -5.7693

The molar mass comes out at 406.31 g mol⁻¹. As for the net charge: 0. The SMILES is N[C@@H]1CCOC1=O.C[N+](=O)[O-].C[N+](=O)[O-].C[N+](=O)[O-].C[N+](=O)[O-].C[N+](=O)[O-]. The HOMO-LUMO gap comes out at 0.33167 Ha.

Löwdin atomic charge list, values in e, 4 entries:
1. C 0.03
2. N -0.43
3. H 0.06
4. H 0.13

***

# 2
Entry from the OMol25 dataset: C21H21InN4O3 as an isolated structure at a distorted geometry (ωB97M-V/def2-TZVPD).

Cartesian coordinates (Å):
C: -3.2892 2.1326 -0.8972
H: -0.3067 -3.5197 -1.4224
N: 1.4032 0.7564 2.2741
H: 0.4509 5.8440 -0.3018
N: 0.7775 -3.1484 1.4564
C: 1.4773 3.5155 2.6254
C: -0.6660 -0.5877 -2.8388
C: 2.7011 -5.0869 1.8778
C: -2.6287 1.1251 -0.2295
C: 1.0028 1.5425 1.2061
C: -1.3392 -1.8863 -3.3009
C: 0.7313 5.1999 0.5204
C: -3.1011 2.2477 -2.2668
H: -3.9351 2.8092 -0.3564
H: -2.0838 1.4335 -3.9765
H: 0.1292 -0.8223 -2.1205
C: 0.5320 -4.4215 1.1465
C: 1.0295 2.9574 1.4025
H: -0.5904 -2.4938 -3.8147
H: 1.7658 2.8472 3.4240
H: -2.1349 -1.6776 -4.0189
C: 1.4691 -5.4257 1.3428
H: 1.2279 6.7820 1.8490
N: -1.8185 0.2614 -0.8579
N: 1.3985 -0.4917 2.0153
H: 3.4621 -5.8408 2.0287
H: -2.7355 -2.0777 -1.6661
C: 0.6450 3.8217 0.3410
H: -0.4543 -4.6417 0.7600
H: 1.8953 5.2969 3.7122
H: -0.1802 -0.1134 -3.6892
H: 3.8935 -3.4718 2.6580
H: 3.1579 -1.1728 2.7930
H: -2.3784 -3.5966 -2.4839
O: -0.9677 -2.8891 -1.1085
C: 1.5467 4.8691 2.7834
H: 0.2425 2.3984 -0.8393
H: -2.7488 0.9941 0.8394
O: 0.5978 0.9746 0.1517
H: 1.2328 -6.4477 1.0825
C: 2.9465 -3.7667 2.2255
C: -2.2578 1.3596 -2.9113
C: -1.6118 0.3697 -2.1820
C: 1.9536 -2.8257 2.0012
C: 2.2089 -1.4212 2.3225
In: -0.4687 -1.1651 0.5311
H: -3.6011 3.0277 -2.8254
C: -1.9485 -2.6537 -2.1498
O: 0.1943 3.3708 -0.8322
C: 1.1731 5.7090 1.7197

The molar mass comes out at 492.24 g mol⁻¹. As for the net charge: +2. The HOMO-LUMO gap (alpha / beta) comes out at 0.18412 / 0.21118 Ha.

Löwdin atomic charge list, values in e, 4 entries:
1. C -0.01
2. H 0.12
3. N 0.15
4. H 0.13

***

# 3
Entry from the OMol25 dataset: a 11-piece molecular cluster, FH20O10 overall at a distorted geometry (ωB97M-V/def2-TZVPD).

Cartesian coordinates (Å):
H: -1.3054 1.3628 -0.8796
H: 2.6376 0.3478 0.7374
H: 0.8626 -1.1932 -1.3206
H: -2.9124 1.1268 1.1214
O: 1.1086 -2.0712 -1.0476
H: 1.3146 -2.5452 -1.8466
H: -0.8374 -3.7932 0.8224
H: 0.2246 -0.5792 1.2444
F: -0.4434 0.3218 -0.1056
O: -1.5804 -1.0072 -2.0736
O: 1.0936 1.1748 -2.0536
H: -2.4484 2.0898 -0.3456
H: -1.1244 -0.6612 -2.8676
H: 1.5196 1.9908 1.2674
O: 0.5006 -1.0982 1.9774
H: -1.8534 0.1228 0.4314
O: -1.9894 1.9818 -1.2046
O: -2.7364 0.1658 0.8984
H: 0.4446 0.9898 -1.3756
O: -1.0344 -2.8922 0.4094
H: -0.5874 2.0068 2.2584
O: -0.0654 2.2088 1.4894
H: -0.2374 -2.4972 -0.0166
H: -0.0894 -1.8242 1.9744
O: 2.8776 -0.4732 0.3184
O: 2.4856 2.0838 1.2834
H: 2.8276 1.6218 2.0474
H: 0.6876 1.1198 -2.9016
H: 2.0816 -0.9702 0.2634
H: -1.0914 -0.5822 -1.3946
H: -0.3294 1.4728 0.8894

The molar mass comes out at 199.15 g mol⁻¹. As for the net charge: -1. The HOMO-LUMO gap comes out at 0.36684 Ha.

Löwdin atomic charge list, values in e, 4 entries:
1. H -0.05
2. H -0.04
3. H 0.01
4. H 0.04

***

Computed values of total energy (unit: eV) for the preceding records, in sequence: -43186.5942 -39378.6044 -23519.9363.